Entry 1:
{
  "formula": "C4H12S2",
  "method": "the ωB97M-V functional and the def2-TZVPD basis",
  "relative_energy_kcal_mol": 40.9,
  "lumo_energy_ev": 0.557,
  "smiles": "CCS.CCS",
  "species": ["C", "C", "S", "H", "H", "H", "H", "H", "H", "C", "C", "S", "H", "H", "H", "H", "H", "H"],
  "positions_angstrom": [[1.7331, -4.0841, -2.2747], [2.4856, -2.6891, -2.4628], [2.6937, -1.7823, -0.9369], [0.9244, -3.8834, -1.4027], [2.6089, -4.8071, -1.9053], [1.2718, -4.4741, -3.1267], [3.4022, -2.6976, -2.9761], [1.8581, -1.9950, -3.1073], [1.5580, -1.1152, -1.0085], [-1.2635, 3.1477, 2.7239], [-2.8160, 2.8380, 2.2955], [-3.2279, 3.5973, 0.6109], [-0.4686, 3.2734, 1.8579], [-0.8413, 2.4998, 3.4762], [-1.2172, 4.0675, 3.2709], [-3.0648, 1.8613, 2.1125], [-3.3873, 3.3307, 2.9673], [-2.2489, 2.9123, -0.1141]],
  "forces_ev_per_a": [[2.2, 1.2, 4.1], [-3.5, 0.2, -1.0], [0.8, 0.0, 0.6], [1.9, -0.9, -2.0], [-2.3, 1.2, -0.5], [-0.6, -0.5, -1.4], [1.3, -0.6, -0.4], [0.6, -0.9, 0.6], [-0.5, 0.2, 0.1], [0.0, 0.0, -1.9], [4.8, 1.9, -2.8], [1.1, -0.6, 0.2], [-1.9, -0.5, 1.5], [-0.1, -1.0, -0.1], [-0.4, 1.0, -0.1], [-0.3, -2.5, 0.4], [-2.2, 1.2, 2.0], [-0.9, 0.6, 0.8]]
}



Entry 2:
{
  "formula": "C4H12Si2",
  "method": "the ωB97M-V functional and the def2-TZVPD basis",
  "relative_energy_kcal_mol": 14.2,
  "lumo_energy_ev": 0.924,
  "species": ["C", "C", "C", "C", "Si", "Si", "H", "H", "H", "H", "H", "H", "H", "H", "H", "H", "H", "H"],
  "positions_angstrom": [[-1.3892, 0.8253, 1.1299], [-0.8504, -0.2583, -1.4509], [1.1295, -1.4512, 0.6231], [2.0375, 1.4096, -0.2839], [-2.3101, -0.3802, -0.0469], [0.4793, 0.1740, -0.0829], [-1.6727, 1.8701, 1.0569], [-1.0630, 0.6373, 2.1558], [-0.7584, -0.9245, -2.2032], [-1.0002, 0.6596, -1.8842], [0.1570, -1.8797, 1.0270], [1.4553, -2.1992, -0.0693], [1.8320, -1.3328, 1.4317], [1.7812, 2.3869, -0.0344], [2.6621, 1.2021, 0.5563], [2.5309, 1.4519, -1.2814], [-2.0395, -1.8953, 0.4808], [-3.6109, -0.1394, -0.6003]],
  "forces_ev_per_a": [[2.1, -1.1, -1.3], [-0.4, 0.9, 5.0], [-2.3, 0.3, 0.9], [-1.5, -1.5, -0.9], [4.0, -1.6, 0.2], [-1.3, 0.5, -0.2], [0.2, 0.2, -0.3], [-0.7, -0.4, -0.1], [0.5, -2.5, -2.2], [-0.6, 2.6, -1.3], [1.2, 0.3, -0.1], [0.5, -0.1, -0.7], [0.2, 0.0, 0.3], [-1.0, 2.0, 0.0], [1.0, -0.8, 0.2], [-0.2, -0.5, 0.9], [-0.9, 1.7, -0.5], [-0.9, 0.2, 0.0]]
}



Entry 3:
{
  "formula": "C4H13BNNaP",
  "method": "the ωB97M-V functional and the def2-TZVPD basis",
  "charge": 1,
  "relative_energy_kcal_mol": 0.0,
  "lumo_energy_ev": -4.891,
  "species": ["C", "C", "C", "C", "B", "P", "N", "H", "H", "H", "H", "H", "H", "H", "H", "H", "H", "H", "H", "H", "Na"],
  "positions_angstrom": [[1.2569, 1.7613, -0.2532], [0.0948, 1.2284, -1.1025], [-0.7030, 0.1166, -0.4098], [-0.9161, 0.3997, 1.0816], [-0.3244, -1.3415, -0.8119], [-0.6866, -2.8212, 0.3181], [0.6025, -2.8785, 1.1900], [1.7818, 0.9488, 0.2562], [0.9146, 2.4404, 0.5337], [1.9943, 2.2424, -0.9111], [-0.5622, 2.0661, -1.3651], [0.5195, 0.8635, -2.0402], [-1.7186, 0.1462, -0.8612], [-1.4942, 1.3158, 1.2424], [-1.4262, -0.4084, 1.6013], [0.0379, 0.5280, 1.6034], [0.3594, -1.5965, -1.7560], [-1.1177, -3.9559, -0.4056], [-1.8830, -2.6407, 1.0443], [1.4316, -2.3616, 0.9426], [1.8386, 3.9469, 0.1030]],
  "forces_ev_per_a": [[0.0, -0.8, -0.3], [0.1, 0.3, -0.1], [-0.4, 0.1, 0.1], [0.1, 0.2, 0.2], [0.1, -0.1, 0.1], [-0.8, 0.2, -0.5], [0.3, -0.1, 0.6], [0.0, 0.1, -0.1], [-0.6, -0.8, 0.2], [0.0, -0.3, -0.1], [0.0, -0.1, 0.0], [-0.1, 0.0, 0.0], [0.1, -0.1, -0.1], [0.0, -0.1, -0.1], [-0.1, 0.0, -0.1], [-0.1, -0.1, 0.0], [0.0, 0.1, 0.0], [0.3, -0.1, 0.0], [0.1, 0.0, 0.1], [0.1, -0.1, -0.2], [0.6, 1.7, 0.1]]
}



Entry 4:
{
  "formula": "C4H13IO3P",
  "method": "the ωB97M-V functional and the def2-TZVPD basis",
  "charge": -1,
  "lumo_energy_ev": 2.990,
  "species": ["O", "C", "C", "O", "C", "O", "C", "P", "H", "H", "H", "H", "H", "H", "H", "H", "H", "H", "H", "H", "H", "I"],
  "positions_angstrom": [[-3.4854, 1.4692, -0.7074], [-2.1264, 1.2798, -0.2960], [-1.9734, -0.2041, 0.2523], [-0.8963, -0.4349, 1.1491], [0.2441, 0.2951, 0.8529], [1.3711, -0.4052, 1.3591], [1.7550, -1.4210, 0.4649], [3.0276, -0.7795, -0.8284], [-3.4248, 1.9193, -1.5532], [-1.8174, 2.1114, 0.3952], [-1.5160, 1.2971, -1.2303], [-2.9199, -0.4768, 0.8222], [-1.9004, -0.9429, -0.5776], [0.3883, 0.4403, -0.2236], [0.2191, 1.2393, 1.4029], [0.8958, -1.8136, -0.0911], [2.1975, -2.2577, 1.0134], [3.1274, 0.4330, -0.0639], [3.8469, -1.9411, -0.6275], [2.0551, -0.7548, -1.8686], [4.0109, -0.2539, -1.7773], [-3.0787, 1.2011, 2.1330]],
  "forces_ev_per_a": [[0.2, -0.1, -0.4], [1.1, -0.7, -1.5], [-0.9, -1.0, -0.9], [0.2, -0.3, -0.8], [0.4, -0.1, 0.9], [-0.1, 0.0, -0.3], [0.2, -0.2, -0.3], [-0.2, 0.4, 0.3], [-0.2, 0.0, -0.1], [0.1, -1.2, -1.1], [0.0, 0.2, 0.1], [1.6, -0.1, -1.5], [0.5, 0.5, -0.3], [-0.2, 0.2, -0.1], [0.0, 0.1, -0.2], [-0.1, -0.1, 0.1], [0.1, 0.1, 0.2], [0.0, -0.1, 0.0], [0.0, 0.0, -0.2], [0.1, -0.1, 0.0], [0.1, -0.1, 0.0], [-2.8, 2.5, 6.2]]
}



Entry 5:
{
  "formula": "C4H13N2",
  "method": "the ωB97M-V functional and the def2-TZVPD basis",
  "relative_energy_kcal_mol": 7.8,
  "lumo_energy_ev": [1.055, -0.297],
  "s2": 0.75,
  "multiplicity": 2,
  "species": ["C", "N", "C", "N", "C", "C", "H", "H", "H", "H", "H", "H", "H", "H", "H", "H", "H", "H", "H"],
  "positions_angstrom": [[-1.2188, 0.9663, -0.1430], [-2.4863, 0.8336, 0.5572], [-0.6382, -0.3742, -0.6097], [0.7605, -0.2458, -0.8730], [3.9295, 0.3221, 0.4397], [-1.0628, -1.5688, 0.2308], [-0.4319, 1.4721, 0.4287], [-1.4104, 1.5776, -1.0203], [-3.0438, 1.6666, 0.4477], [-2.4345, 0.6080, 1.5416], [-1.0694, -0.5499, -1.6205], [1.0914, -1.1820, -1.1243], [4.4894, 0.1135, -0.4744], [4.0991, -0.5308, 1.0982], [2.8754, 0.4479, 0.2215], [4.3539, 1.2105, 0.9016], [-2.0951, -1.8300, 0.0410], [-0.9953, -1.3123, 1.2978], [-0.4446, -2.4408, 0.0479]],
  "forces_ev_per_a": [[0.2, 0.0, 0.4], [-0.4, 0.0, -0.2], [-0.5, 0.0, -1.1], [0.0, -0.1, 0.2], [0.6, -0.3, 0.0], [0.1, 0.2, 0.8], [0.0, 0.0, 0.1], [0.1, 0.1, -0.1], [0.0, 0.0, 0.1], [0.3, 0.1, -0.1], [0.0, -0.1, 0.1], [0.1, 0.1, 0.0], [-0.2, 0.1, -0.1], [-0.2, 0.1, 0.1], [0.0, 0.0, 0.0], [-0.1, 0.1, 0.0], [-0.2, 0.0, -0.1], [0.1, -0.2, -0.2], [0.2, -0.1, -0.1]]
}



Entry 6:
{
  "formula": "C4H13N2",
  "method": "the ωB97M-V functional and the def2-TZVPD basis",
  "charge": 1,
  "relative_energy_kcal_mol": 17.2,
  "lumo_energy_ev": -3.089,
  "smiles": "C[C@H](N)CC[NH3+]",
  "species": ["C", "C", "C", "C", "N", "N", "H", "H", "H", "H", "H", "H", "H", "H", "H", "H", "H", "H", "H"],
  "positions_angstrom": [[2.1484, -0.1795, 0.7432], [0.6190, -0.4276, 0.5166], [-0.0135, 0.9299, 0.3263], [-1.4978, 0.9284, 0.1852], [-1.8997, 0.0071, -1.0282], [0.4212, -1.3174, -0.6455], [2.4793, 0.4436, -0.0959], [2.5908, -1.1414, 0.9795], [2.3349, 0.4345, 1.6410], [0.1556, -0.9760, 1.3432], [0.2173, 1.4652, 1.2444], [0.3461, 1.4385, -0.5803], [-1.9521, 1.8622, -0.1387], [-2.0376, 0.5235, 1.0354], [-2.0680, 0.5573, -1.8637], [-2.6974, -0.6176, -0.9251], [0.7932, -2.2194, -0.3514], [1.1052, -1.0477, -1.3576], [-1.0449, -0.6636, -1.0284]],
  "forces_ev_per_a": [[-1.6, 0.4, 1.1], [1.5, 0.1, 0.2], [-0.5, 0.1, -0.2], [-2.1, -0.8, -1.2], [0.9, -0.4, 1.0], [0.6, 0.1, -0.2], [0.6, -0.8, 0.0], [0.7, 0.0, -0.7], [-0.3, -0.2, -0.2], [0.1, 0.4, 0.2], [0.1, 0.6, -0.3], [0.6, 0.0, 0.5], [0.3, 0.3, 0.7], [0.0, 0.1, 0.2], [0.4, -0.1, -0.2], [-0.2, 0.4, 0.5], [-0.5, -0.2, -0.2], [-0.3, 0.1, -0.1], [-0.2, -0.1, -0.9]]
}



Entry 7:
{
  "formula": "C4H13N2",
  "method": "the ωB97M-V functional and the def2-TZVPD basis",
  "charge": 1,
  "relative_energy_kcal_mol": 40.2,
  "lumo_energy_ev": -2.931,
  "smiles": "CC[NH2+]CCN",
  "species": ["N", "C", "C", "N", "C", "C", "H", "H", "H", "H", "H", "H", "H", "H", "H", "H", "H", "H", "H"],
  "positions_angstrom": [[1.2912, -0.5703, 1.9850], [-0.0361, 0.1694, 1.9033], [-0.0489, 0.9957, 0.6455], [0.3828, 0.1121, -0.5207], [-0.5364, -0.7742, -1.4615], [-1.1117, 0.0993, -2.6355], [1.0709, -1.4958, 2.3577], [1.8685, -0.0532, 2.6699], [0.9393, -0.5882, -0.0107], [-0.7024, -0.6192, 2.2033], [-0.0353, 0.9409, 2.7033], [0.5095, 1.9572, 0.6197], [-1.0413, 1.4671, 0.4855], [0.9883, 0.7115, -1.1380], [-1.2431, -1.0896, -0.6919], [0.1076, -1.6221, -1.6646], [-0.2678, 0.1622, -3.3380], [-2.0558, -0.3134, -3.0146], [-1.2843, 1.0842, -2.2040]],
  "forces_ev_per_a": [[-0.7, 0.8, 0.4], [2.9, 0.8, 1.9], [-2.4, 0.5, -1.4], [0.6, 0.8, -1.4], [-0.6, 1.8, 1.7], [1.3, -1.0, 1.6], [0.6, 0.4, 0.1], [-0.1, -0.9, -0.7], [0.9, 0.3, -0.1], [-1.5, 0.4, -0.9], [-0.4, -0.6, -0.2], [0.7, -1.2, 0.5], [0.0, -0.9, -0.3], [-0.4, -1.1, 0.8], [-0.6, -0.2, -0.6], [-0.1, 0.0, -0.6], [-0.8, 0.1, -0.4], [0.6, 0.1, -0.2], [-0.3, 0.1, -0.2]]
}



Entry 8:
{
  "formula": "C4H13N2",
  "method": "the ωB97M-V functional and the def2-TZVPD basis",
  "charge": 1,
  "relative_energy_kcal_mol": 156.3,
  "lumo_energy_ev": -8.605,
  "species": ["N", "C", "C", "N", "C", "C", "H", "H", "H", "H", "H", "H", "H", "H", "H", "H", "H", "H", "H"],
  "positions_angstrom": [[0.8434, 0.6689, 0.3009], [2.2241, 0.4403, 0.3300], [2.6490, -0.8469, -0.3362], [-1.5127, -0.4644, -0.0127], [-1.8528, -0.0341, -1.3304], [-2.2934, 0.1432, 1.0446], [-0.4793, -0.1898, 0.0934], [0.5833, 1.4288, 0.9398], [2.1612, -1.0767, -1.2855], [2.5855, 0.4840, 1.3667], [2.7464, 1.1884, -0.3106], [2.3596, -1.7177, 0.2706], [3.7219, -0.9580, -0.4667], [-1.6566, 1.0673, -1.3469], [-2.8865, -0.1465, -1.6675], [-1.2454, -0.5468, -2.0739], [-1.8809, -0.2640, 1.9742], [-3.3507, -0.0292, 0.8628], [-2.1563, 1.2339, 1.1610]],
  "forces_ev_per_a": [[0.3, 2.0, -1.9], [-0.3, -1.7, 1.0], [-0.3, -1.9, -0.1], [-0.3, 1.1, -0.1], [0.3, 0.3, -0.5], [0.6, -0.4, 0.4], [0.1, -1.2, 0.5], [0.0, -0.3, 0.4], [0.1, 0.6, -0.1], [0.5, 0.5, -0.2], [-0.6, 0.7, 0.3], [0.1, 0.3, 0.2], [0.1, 0.4, 0.0], [0.1, -0.2, -0.4], [-0.2, -0.1, 0.7], [0.2, 0.2, 0.1], [-0.7, -0.1, 0.1], [0.0, -0.2, 0.3], [0.0, 0.0, -0.5]]
}



Entry 9:
{
  "formula": "C4H13N2O",
  "method": "the ωB97M-V functional and the def2-TZVPD basis",
  "relative_energy_kcal_mol": 12.8,
  "lumo_energy_ev": [0.637, 0.623],
  "s2": 0.75,
  "multiplicity": 2,
  "species": ["C", "C", "C", "N", "C", "N", "H", "H", "H", "H", "H", "H", "H", "H", "H", "H", "H", "H", "H", "O"],
  "positions_angstrom": [[0.5163, -2.0075, -1.7628], [-0.7058, -1.1432, -1.5103], [-0.4212, 0.1857, -0.7222], [0.8342, 1.2015, 1.8940], [1.5403, 0.6452, 0.8375], [0.9774, 0.3339, -0.3953], [0.2346, -2.7692, -2.5015], [0.9297, -2.4939, -0.8851], [1.2944, -1.5046, -2.3437], [-1.1609, -0.9062, -2.4588], [-1.4264, -1.7171, -0.9276], [-0.7482, 1.0861, -1.2464], [-0.9703, 0.0545, 0.2109], [1.3917, 1.3788, 2.7057], [-0.1713, 1.1770, 1.9871], [2.5973, 0.4793, 0.9602], [1.6277, 0.3531, -1.1602], [-1.8863, 2.3150, 1.8110], [-2.6633, 1.6282, 2.9542], [-1.7899, 1.7032, 2.5532]],
  "forces_ev_per_a": [[-0.1, -0.4, -1.3], [0.3, 0.6, 0.4], [0.6, -0.8, 0.4], [0.1, 0.5, -0.5], [0.1, -0.6, 0.1], [0.2, 0.2, 0.1], [-0.2, -0.3, 0.4], [0.1, 0.2, 0.1], [0.1, 0.3, 0.5], [-0.3, 0.1, -0.4], [-0.1, -0.1, -0.1], [-0.5, -0.2, -0.1], [0.0, 0.6, 0.1], [-0.3, 0.0, 0.2], [0.6, -0.4, 0.2], [0.0, 0.0, 0.0], [-0.1, 0.1, -0.1], [-0.1, 0.0, 0.2], [0.1, 0.0, -0.1], [-0.5, 0.2, 0.0]]
}



Entry 10:
{
  "formula": "C4H13N2O",
  "method": "the ωB97M-V functional and the def2-TZVPD basis",
  "relative_energy_kcal_mol": 97.8,
  "lumo_energy_ev": [1.012, 0.676],
  "s2": 0.75,
  "multiplicity": 2,
  "species": ["C", "C", "C", "C", "N", "N", "H", "H", "H", "H", "H", "H", "H", "H", "H", "H", "H", "H", "H", "O"],
  "positions_angstrom": [[0.9978, 1.4304, -0.4469], [-0.2571, 0.7398, 0.0034], [-0.6454, -0.5330, -0.5770], [-1.8375, -0.9888, -0.9535], [0.7085, -1.4563, -0.9223], [2.0704, 0.7731, 0.2846], [1.0927, 1.1845, -1.6125], [0.7819, 2.5657, -0.2188], [-1.2225, 1.4126, -0.1006], [-0.1256, 0.8570, 1.1693], [-2.7120, -0.3807, -0.6086], [-1.9984, -1.9219, -1.4552], [0.4728, -2.4271, -1.1452], [1.2349, -1.4053, -0.0561], [1.1817, -0.9961, -1.7507], [3.0506, 1.0290, -0.0861], [2.1469, 1.2820, 1.1193], [-2.0199, -0.8744, 2.0748], [-1.3773, -0.1567, 3.0598], [-1.5423, -0.1340, 2.2224]],
  "forces_ev_per_a": [[-1.0, 0.8, -2.8], [-2.3, 2.5, 2.5], [3.0, 0.0, -1.6], [-1.7, -0.2, 0.9], [-2.0, 1.6, -0.5], [3.0, 0.6, -1.7], [0.2, 1.1, 2.2], [1.1, -1.9, -0.7], [1.9, -1.1, -0.1], [-0.3, -1.0, -1.8], [0.7, -0.8, -0.3], [-0.1, -0.1, -0.3], [-0.2, -0.3, 0.0], [0.9, 0.0, 0.1], [-0.5, -0.7, 1.5], [-2.0, -0.6, 0.0], [-0.3, 0.4, 2.0], [-2.5, -3.8, -1.3], [1.7, 0.1, 8.1], [0.3, 3.3, -6.2]]
}



Entry 11:
{
  "formula": "C4H13N2O",
  "method": "the ωB97M-V functional and the def2-TZVPD basis",
  "relative_energy_kcal_mol": 2.0,
  "lumo_energy_ev": [0.758, 0.745],
  "s2": 0.75,
  "multiplicity": 2,
  "species": ["C", "C", "C", "N", "C", "N", "H", "H", "H", "H", "H", "H", "H", "H", "H", "H", "H", "H", "H", "O"],
  "positions_angstrom": [[0.2092, -0.8147, 2.8025], [-0.0864, 0.2429, 1.7383], [-0.8265, -0.3314, 0.5225], [1.2966, 0.2362, -1.4064], [0.8574, -1.0680, -1.1895], [-0.0756, -1.3556, -0.1999], [1.1075, -1.3933, 2.6001], [0.2885, -0.3267, 3.7789], [-0.6350, -1.5008, 2.9200], [0.8435, 0.6894, 1.4032], [-0.7337, 1.0005, 2.1842], [-1.0038, 0.4507, -0.2104], [-1.7671, -0.7697, 0.8514], [1.4665, 0.5761, -2.3326], [1.3631, 0.9274, -0.6770], [1.3278, -1.8682, -1.7285], [0.0525, -2.2118, 0.3118], [-1.5182, 3.2219, -2.2474], [-1.1028, 1.9100, -2.9084], [-1.1113, 2.3664, -2.0612]],
  "forces_ev_per_a": [[-0.4, 0.3, 0.4], [-0.5, -0.6, -0.1], [1.0, -0.2, -0.5], [0.1, 0.0, 0.2], [0.1, 0.4, -0.2], [-0.5, 0.0, 0.4], [0.0, 0.0, 0.0], [0.4, -0.1, -0.1], [0.0, -0.1, -0.2], [0.1, 0.3, 0.1], [0.1, 0.2, -0.1], [-0.3, 0.2, 0.1], [-0.2, 0.0, 0.0], [-0.1, -0.1, 0.0], [-0.1, -0.2, 0.0], [0.0, -0.2, 0.1], [0.2, -0.1, 0.0], [0.1, -0.2, 0.0], [0.0, -0.1, 0.0], [-0.1, 0.3, 0.0]]
}



Entry 12:
{
  "formula": "C4H13N2O",
  "method": "the ωB97M-V functional and the def2-TZVPD basis",
  "charge": 1,
  "relative_energy_kcal_mol": 25.8,
  "lumo_energy_ev": -3.436,
  "species": ["C", "C", "C", "N", "C", "N", "H", "H", "H", "H", "H", "H", "H", "H", "H", "H", "H", "H", "H", "O"],
  "positions_angstrom": [[0.3162, -2.8535, 2.3838], [-0.6476, -2.0098, 1.5474], [0.0015, -1.2013, 0.4272], [-0.5542, 0.1715, 0.3593], [-0.2186, 0.9035, -0.6877], [-0.3505, 2.1997, -0.6001], [0.5869, -3.8029, 1.9219], [1.2608, -2.3375, 2.5596], [-0.1933, -3.1078, 3.3113], [-1.3835, -2.7316, 1.1777], [-1.3088, -1.3899, 2.1603], [1.0715, -1.1745, 0.6292], [-0.1633, -1.6896, -0.5320], [-0.7112, 0.6145, 1.2548], [-0.0776, 0.4618, -1.6628], [-0.1369, 2.8208, -1.3698], [-0.3616, 2.6581, 0.2998], [1.8360, 2.9823, -2.8594], [0.7473, 2.5515, -3.7401], [1.0653, 2.3917, -2.8399]],
  "forces_ev_per_a": [[0.0, 0.2, 0.0], [-0.8, -0.9, 0.0], [-0.5, -0.6, 0.5], [1.6, -1.2, -0.8], [-1.9, 0.9, 1.0], [0.5, 1.0, 0.1], [-0.2, 0.1, -0.3], [-0.1, 0.1, 0.4], [0.3, 0.1, 0.2], [0.1, 0.2, -0.5], [0.5, 0.3, 0.3], [0.1, 0.3, -0.2], [0.1, 0.2, -0.1], [-0.1, 0.1, 0.0], [0.5, -0.2, 0.1], [0.1, -0.5, -0.3], [-0.3, -0.2, 0.1], [0.1, -0.3, 0.4], [-0.3, -0.4, 0.0], [0.4, 0.8, -0.9]]
}



Number 1: F_max 5.9 eV Å⁻¹. Number 2: F_max 5.1 eV Å⁻¹. Number 3: F_max 1.8 eV Å⁻¹. Number 4: F_max 7.3 eV Å⁻¹. Number 5: F_max 1.2 eV Å⁻¹. Number 6: F_max 2.6 eV Å⁻¹. Number 7: F_max 3.6 eV Å⁻¹. Number 8: F_max 2.8 eV Å⁻¹. Number 9: F_max 1.4 eV Å⁻¹. Number 10: F_max 8.3 eV Å⁻¹. Number 11: F_max 1.1 eV Å⁻¹. Number 12: F_max 2.4 eV Å⁻¹.